Entry 1:
The following is a quantum chemistry calculation of a molecular structure, C15H27N3OP2Ru at a distorted geometry, from the OMol25 dataset.

The geometry in XYZ format:
```
49
Properties=species:S:1:pos:R:3
H -2.129 -1.437 2.006
H 3.263 -0.845 6.150
C -0.706 -0.078 -4.342
H 0.463 1.619 -3.935
H -1.524 2.785 -4.514
C -1.558 -3.016 0.197
H 2.888 2.035 -1.586
H 2.128 -0.560 -2.443
C 1.178 2.807 -0.486
C 0.768 0.267 4.400
C -0.141 -2.988 -0.287
H -1.464 2.897 -2.755
H 3.511 -0.456 -1.292
C 2.416 -0.588 -1.372
H -0.851 0.416 2.962
H -2.521 1.690 -3.502
N 0.945 0.004 2.022
N 1.776 0.521 -0.654
H -1.735 -0.408 -4.173
C 2.756 0.108 5.944
H 0.116 0.433 5.249
H -0.531 0.079 -5.407
Ru -0.040 0.030 0.118
C -1.560 2.207 -3.589
P -1.865 -1.223 0.617
H 3.969 -0.247 3.482
H -1.620 -3.605 1.118
H 0.364 -3.941 -0.466
H 3.504 0.909 6.019
H 1.432 3.856 -0.628
H 1.984 0.271 6.704
H 2.645 -2.192 0.061
C 1.978 -1.930 -0.786
N 0.562 -1.892 -0.375
H 2.884 -0.245 1.284
C 2.018 1.810 -0.944
C 0.211 0.240 3.128
C 2.134 0.090 4.583
H 2.044 -2.713 -1.553
C 2.895 -0.110 3.437
H -0.077 -0.905 -4.008
H -1.379 2.990 -0.338
H -3.161 -0.930 0.104
C 2.285 -0.136 2.186
C -0.459 1.168 -3.517
H -0.276 2.959 1.530
P -0.338 2.255 0.290
O -0.293 0.753 -2.201
H -2.297 -3.466 -0.414
```

E: -1604.0482 Eh
gap between HOMO and LUMO (spin up / spin down): 5.8 / 6.6 eV
net charge: +2
2S+1: 7
LUMO (spin up / spin down): -5.7 / -8.7 eV
F_max: 0.079 Eh/bohr

Atomic partial charges in e from the natural (NBO) method, atoms 1 to 6: number 1, H, carries 0.06; number 2, H, carries 0.26; number 3, C, carries -0.61; number 4, H, carries 0.24; number 5, H, carries 0.24; number 6, C, carries -0.76



Entry 2:
The following is a quantum chemistry calculation of 2 unconnected molecules or ions with the total composition C17H19NO at a distorted geometry, from the OMol25 dataset.

The geometry in XYZ format:
```
38
Properties=species:S:1:pos:R:3
C -0.240 -4.082 -0.892
H 1.422 4.302 -2.829
H 2.595 3.371 -1.920
C 0.476 2.137 1.075
H 1.454 -4.205 0.398
O 2.153 3.314 4.136
C 1.724 3.193 2.845
C -3.529 -2.599 -0.490
C 1.236 -4.030 -0.651
C 1.830 4.046 0.617
H 1.658 -3.078 -0.949
C -0.941 -1.883 0.352
H -2.955 -4.769 -2.261
C 0.848 2.222 2.416
C -2.021 -1.088 0.630
H 0.134 2.002 -1.466
H -1.902 -0.191 1.223
H 1.633 2.609 -3.127
C -1.030 -4.958 -1.548
H 1.917 2.549 4.666
C 0.513 3.012 -1.295
C 1.590 3.348 -2.330
C -2.422 -3.377 -0.796
H 0.408 1.557 3.145
H -0.333 3.683 -1.399
H 0.029 -1.621 0.764
H 2.957 4.839 2.285
H -4.108 -0.777 0.538
C -3.315 -1.440 0.217
C 0.966 3.044 0.152
N -2.372 -4.601 -1.452
C 2.233 4.125 1.927
C -1.129 -3.049 -0.393
H -0.800 -5.805 -2.178
H 2.213 4.731 -0.134
H -0.129 1.303 0.743
H 1.722 -4.848 -1.185
H -4.487 -2.986 -0.831
```

E: -789.1890 Eh
gap between HOMO and LUMO: 8.9 eV
2S+1: 1
LUMO: 0.8 eV
F_max: 0.021 Eh/bohr

Atomic partial charges in e from the natural (NBO) method, atoms 1 to 6: number 1, C, carries -0.07; number 2, H, carries 0.21; number 3, H, carries 0.21; number 4, C, carries -0.19; number 5, H, carries 0.22; number 6, O, carries -0.67



Entry 3:
The following is a quantum chemistry calculation of a gas-phase ion, C5H9N2 (charge +1) at a distorted geometry, from the OMol25 dataset.

The geometry in XYZ format:
```
16
Properties=species:S:1:pos:R:3
H -1.202 -2.449 0.817
H -1.437 -0.777 -1.560
H -0.154 -2.104 -1.481
C -0.505 -1.169 -0.994
H -0.634 -0.551 2.534
N 0.554 -0.120 -1.130
C -0.122 1.049 0.983
C -0.717 -1.465 0.516
H 0.935 0.036 -2.103
H -0.462 1.685 1.728
C 0.269 1.174 -0.444
H 1.466 2.410 0.946
N 1.202 1.409 0.587
C -0.478 -0.600 1.437
H 1.335 -0.498 -0.635
H -0.049 1.968 -1.201
```

E: -305.0639 Eh
gap between HOMO and LUMO: 10.5 eV
net charge: +1
2S+1: 1
LUMO: -3.3 eV
F_max: 0.124 Eh/bohr

Atomic partial charges in e from the natural (NBO) method, atoms 1 to 6: number 1, H, carries 0.26; number 2, H, carries 0.25; number 3, H, carries 0.25; number 4, C, carries -0.26; number 5, H, carries 0.25; number 6, N, carries -0.52



Entry 4:
The following is a quantum chemistry calculation of 2 unconnected molecules or ions with the total composition C5H6N at a distorted geometry, from the OMol25 dataset.

The geometry in XYZ format:
```
12
Properties=species:S:1:pos:R:3
C -0.266 -0.619 -0.405
H -0.991 2.650 -0.245
H -0.732 -2.314 -1.350
H 2.836 -0.003 2.527
C -0.440 1.799 -0.209
N 1.965 -0.224 2.007
H -1.757 0.597 -1.155
H 0.495 -2.370 0.089
H 0.565 1.981 0.288
C -0.829 0.616 -0.730
C -0.137 -1.903 -0.529
C 1.067 -0.290 1.261
```

E: -248.4365 Eh
gap between HOMO and LUMO: 9.1 eV
net charge: +1
2S+1: 1
LUMO: -5.3 eV
F_max: 0.079 Eh/bohr

Atomic partial charges in e from the natural (NBO) method, atoms 1 to 6: number 1, C, carries 0.36; number 2, H, carries 0.22; number 3, H, carries 0.30; number 4, H, carries 0.50; number 5, C, carries -0.19; number 6, N, carries -0.58



Entry 5:
The following is a quantum chemistry calculation of 2 unconnected molecules or ions with the total composition C3H7NO2 at a distorted geometry, from the OMol25 dataset.

The geometry in XYZ format:
```
13
Properties=species:S:1:pos:R:3
O 2.071 1.221 -0.306
H -1.566 1.043 1.513
C -1.446 0.843 0.368
H -2.503 0.521 -0.076
H 1.724 -0.589 -1.393
C -1.006 -1.344 -0.225
H -0.966 1.645 -0.003
H -2.000 -1.679 -0.213
H -0.382 -2.075 -0.488
C 1.996 -0.119 -0.332
H 2.221 1.573 0.562
N -0.501 -0.209 0.055
O 2.359 -0.831 0.539
```

E: -323.6742 Eh
gap between HOMO and LUMO: 10.9 eV
2S+1: 1
LUMO: 0.9 eV
F_max: 0.096 Eh/bohr

Atomic partial charges in e from the natural (NBO) method, atoms 1 to 6: number 1, O, carries -0.71; number 2, H, carries 0.21; number 3, C, carries -0.44; number 4, H, carries 0.17; number 5, H, carries 0.11; number 6, C, carries -0.04



Entry 6:
The following is a quantum chemistry calculation of 40 unconnected molecules or ions with the total composition H80O40 at a distorted geometry, from the OMol25 dataset.

The geometry in XYZ format:
```
120
Properties=species:S:1:pos:R:3
H 3.691 -4.790 0.054
H -1.523 5.088 -0.349
H 1.635 2.348 -3.500
H -2.919 2.364 0.562
O 1.005 5.264 -1.870
H 3.073 -3.067 -4.797
H -2.227 3.762 -0.674
H -0.399 0.227 5.565
H 2.999 5.010 -0.299
H -0.914 -4.351 -4.382
H 2.011 -2.784 1.274
O 1.907 -0.141 1.466
H 2.664 -5.306 1.031
O -0.264 -0.531 -4.141
H -0.531 -0.509 3.915
H -0.787 3.830 1.947
H 5.424 -3.706 2.108
H 2.939 2.344 -0.084
H 2.072 0.872 1.483
H -1.517 -1.266 -5.826
H -4.797 -0.970 2.545
O -0.141 -4.144 -4.812
H -1.051 -5.840 2.078
O 3.595 -5.568 0.603
H 3.451 -2.188 -1.093
H -1.371 -4.390 1.478
H 1.081 -5.681 -3.327
O 4.429 3.607 2.534
H 0.131 5.811 0.978
O -4.660 -0.323 3.257
H -2.448 -1.080 -0.729
H 1.124 4.622 4.211
O -1.453 -5.316 1.442
H 0.956 0.865 4.284
H 2.770 -3.560 2.437
O -4.944 -4.172 -2.132
H -3.487 2.774 3.311
O 3.675 4.747 0.432
H -6.231 1.665 -0.073
O -1.980 -2.799 2.065
H 2.326 -3.211 -1.545
H -0.250 -3.227 -5.044
H -1.675 3.792 3.713
H 0.531 -1.213 -3.972
H -0.662 -0.767 2.418
H -4.678 -3.243 -2.355
O -3.350 3.601 3.946
H 0.774 6.220 -1.607
O -2.959 1.643 1.229
H -0.163 1.216 0.419
H 1.329 2.094 -2.096
H 2.199 -0.363 2.278
H -2.270 -5.076 -1.447
H 4.559 3.784 3.387
H -3.946 -1.116 -1.125
O 2.883 -2.865 -0.695
O 0.311 -0.401 5.337
H -0.994 -2.701 2.096
H 2.666 -4.231 -3.745
O -5.682 1.976 -0.906
O -2.033 -1.900 -6.221
H -0.674 1.102 -0.784
H -4.586 -4.335 -1.255
O -5.218 -1.416 -2.576
H -0.351 3.679 0.378
H 0.633 -0.710 6.104
H 4.025 -0.053 -1.747
H 4.445 0.972 0.959
H 0.646 -2.331 -2.743
H 0.344 2.297 4.108
H -0.046 0.403 -4.560
H 4.267 5.408 0.437
H -4.347 -4.463 1.416
H -1.810 3.319 -4.056
O 1.700 2.750 -2.685
H 3.125 3.007 1.194
H 4.600 1.574 -3.723
O -1.104 3.773 1.063
O 1.531 -2.600 -2.822
O -3.348 -1.416 -0.378
O -2.442 -5.539 -2.306
O 4.752 2.440 -4.003
O 0.670 1.528 3.684
O 2.027 4.447 4.261
H 1.419 -3.704 -2.840
H -2.641 -1.992 -5.447
H -0.444 6.657 2.014
H -3.380 -3.477 1.069
O -0.810 4.112 3.771
H -3.572 3.280 4.776
O 2.021 -3.518 1.891
O -0.985 0.978 0.102
H 4.396 4.504 2.272
O 1.274 -5.113 -2.599
H -3.698 -0.801 3.692
H -5.937 -1.259 -1.848
O -4.101 -4.077 0.642
O 2.618 2.287 0.844
O -1.109 -0.850 3.321
O 4.581 0.129 1.450
H 3.224 -0.393 -0.428
H 4.012 3.090 -4.068
O 4.680 -3.961 2.491
H -6.108 2.643 -1.412
H 0.436 -5.157 -2.145
H -2.263 0.932 0.871
O 2.945 -4.100 -4.729
O -0.310 6.711 1.000
H -3.276 -5.384 -2.575
O -2.201 4.668 -1.048
H -0.980 3.532 -2.777
H -5.138 -0.559 -2.956
H 4.193 0.520 2.260
O 3.213 -0.367 -1.358
H 1.445 5.510 -2.665
H 2.110 3.547 4.552
H -1.130 4.979 4.291
H -2.355 -1.931 1.908
O -1.381 2.877 -3.277
H 4.509 -4.884 1.948
```

E: -3057.2167 Eh
gap between HOMO and LUMO: 9.3 eV
2S+1: 1
LUMO: -0.7 eV
F_max: 0.140 Eh/bohr

Atomic partial charges in e from the Löwdin method, atoms 1 to 6: number 1, H, carries 0.00; number 2, H, carries 0.07; number 3, H, carries -0.01; number 4, H, carries 0.01; number 5, O, carries -0.07; number 6, H, carries 0.09



What did the fifth record say?
The following is a quantum chemistry calculation of 2 unconnected molecules or ions with the total composition C3H7NO2 at a distorted geometry, from the OMol25 dataset.

The geometry in XYZ format:
```
13
Properties=species:S:1:pos:R:3
O 2.071 1.221 -0.306
H -1.566 1.043 1.513
C -1.446 0.843 0.368
H -2.503 0.521 -0.076
H 1.724 -0.589 -1.393
C -1.006 -1.344 -0.225
H -0.966 1.645 -0.003
H -2.000 -1.679 -0.213
H -0.382 -2.075 -0.488
C 1.996 -0.119 -0.332
H 2.221 1.573 0.562
N -0.501 -0.209 0.055
O 2.359 -0.831 0.539
```

E: -323.6742 Eh
gap between HOMO and LUMO: 10.9 eV
2S+1: 1
LUMO: 0.9 eV
F_max: 0.096 Eh/bohr

Atomic partial charges in e from the natural (NBO) method, atoms 1 to 6: number 1, O, carries -0.71; number 2, H, carries 0.21; number 3, C, carries -0.44; number 4, H, carries 0.17; number 5, H, carries 0.11; number 6, C, carries -0.04